1.
DFT (the ωB97M-V functional and the def2-TZVPD basis) results for a structure of composition C52H56AsN7O2SW.

The spin multiplicity is 3. The energy above the lowest of the compared OMol25 structures with the same formula, charge and spin comes out at 16.4 kJ/mol. The gap between HOMO and LUMO (spin up / spin down) comes out at 6.9 / 6.5 eV. For the calculated total energy, the calculation gives -142848.756 eV. The charge is +2. The value obtained for the lowest unoccupied orbital energy (spin up / spin down) is -6.399 / -6.853 eV.

The geometry in XYZ format:
```
120
Properties=species:S:1:pos:R:3:forces:R:3:mulliken_charge:R:1
H 0.311222 1.437043 -3.643380 -0.070 -0.041 -0.010 -0.1010
H -0.574094 3.967452 3.002443 0.005 -0.002 0.011 0.3500
S -1.938004 0.602278 1.210009 0.235 0.216 -0.074 -0.0399
C 2.607250 -3.023065 4.329867 0.003 0.008 0.002 -0.2831
H -1.634837 0.823585 -2.469663 0.015 0.153 -0.045 -0.2146
H -1.926709 1.129157 5.779451 0.005 0.002 0.003 0.5034
H -1.769863 -3.590982 -4.762263 -0.033 0.014 0.020 0.4058
H -3.130924 -3.036406 3.216448 0.009 -0.016 -0.003 0.6363
H 0.190677 2.681054 1.129539 0.001 -0.020 0.019 -1.3098
C 0.438609 -0.033393 3.674745 -0.053 -0.023 -0.054 -0.2935
C 0.769818 3.194590 -4.769315 0.044 0.056 -0.009 -1.7650
H 5.240710 -1.105775 -2.778105 -0.001 0.000 0.001 0.5426
O 1.500328 -3.686764 -0.500610 -0.029 -0.042 0.018 -0.5945
C 3.713179 1.780469 1.435934 -0.022 0.036 0.001 -0.3912
C -4.231411 -0.214739 -1.812461 0.006 -0.033 -0.035 1.0718
H 1.792625 2.210125 4.208215 -0.003 0.001 0.002 0.3956
N 1.896499 -0.292588 -1.152563 0.374 -0.127 -0.139 0.4711
C 1.287994 -2.512767 -0.641722 0.053 0.062 -0.045 0.2141
C -1.318059 1.844064 -4.992252 0.030 0.007 0.010 -1.6722
H 0.824096 5.602503 0.561339 0.012 0.002 0.019 0.3682
C -1.758152 4.059372 -3.060400 -0.042 -0.015 -0.001 -0.3747
C -3.169174 -3.435217 0.407837 -0.018 0.031 0.025 -0.3146
H 0.619498 -2.282341 6.201338 -0.003 -0.002 0.002 0.4362
C 0.883628 -1.148342 4.392413 -0.022 0.028 0.018 0.6973
C 2.318663 -1.556304 -1.175354 -0.021 -0.014 -0.005 -0.1652
C -3.604303 -3.824507 -0.848986 0.004 0.003 -0.009 -1.6868
H 3.462350 3.977434 4.598443 0.000 -0.005 -0.003 0.4475
H -1.260338 5.218488 1.993703 -0.009 -0.011 0.000 0.6669
C 3.501888 -2.031628 1.880212 0.031 0.006 0.006 -0.2743
C -0.142975 3.703851 0.907162 0.036 -0.028 0.009 2.7335
C 0.293317 -1.430974 5.618757 0.013 -0.005 -0.016 -0.5068
H -0.688682 -1.738898 1.929125 -0.031 -0.110 0.030 -1.5581
H 0.541651 -4.873153 -2.233007 0.007 0.012 -0.002 0.3424
C -0.607780 -3.800377 2.473708 -0.048 -0.011 0.016 -1.4768
H -1.568376 -0.844722 -2.317044 -0.015 -0.080 -0.038 -0.5907
C -0.556830 -3.142535 -3.007704 0.013 0.025 -0.011 1.2804
H -0.897206 1.657510 3.602482 0.005 0.039 -0.015 0.1186
C 3.528616 3.365220 3.708788 -0.032 0.017 -0.001 -0.8433
H -2.019899 3.624105 2.028143 0.020 -0.011 0.017 0.3453
N -1.700957 0.038328 -1.822231 0.151 -0.057 0.102 0.2342
N -2.979882 0.022623 -1.248129 -0.019 -0.007 0.011 0.7373
C 3.821729 0.436838 -2.309381 0.006 0.015 0.012 -0.7167
N 0.078812 -1.850563 -0.439208 0.142 -0.093 0.224 2.0202
C 2.433493 -1.442337 2.532927 -0.116 -0.016 -0.042 0.0966
H 4.140398 -4.497421 4.106431 -0.002 0.003 -0.002 0.4373
H -0.447498 -2.481629 -5.071611 0.000 -0.033 0.001 0.4272
N -5.131553 -0.141195 -0.886749 -0.009 0.002 -0.009 -0.9219
H 4.946674 -3.612936 1.949130 0.004 0.002 0.008 0.4944
H -1.165548 -0.835582 7.064348 -0.001 0.002 -0.002 0.4234
H -5.244369 0.223242 -3.609556 0.003 -0.012 0.003 0.4212
C 3.526087 -1.893182 -1.752225 0.014 -0.005 0.007 -0.8556
C 4.113179 -3.139573 2.450098 -0.011 -0.010 -0.014 -0.9410
H -2.217167 1.474332 -4.493584 -0.038 -0.115 0.064 0.3648
H -4.580765 -4.276531 -0.966325 0.004 0.002 0.004 0.4489
H -0.171352 -3.604049 3.454931 -0.044 -0.031 -0.032 0.4262
H -1.274857 -4.660057 2.566464 0.012 -0.003 -0.015 0.4329
W 0.082599 0.158878 -0.159564 -1.343 0.001 -0.719 1.2686
C 1.865910 1.995069 -1.706032 -0.026 -0.070 -0.082 0.6415
C 1.982321 -1.916230 3.769149 0.040 -0.018 0.007 0.0853
H -2.986528 5.606409 -2.237563 -0.001 -0.003 0.000 0.4522
C -0.233521 2.315872 -4.011381 -0.028 -0.046 0.001 1.3833
C -0.802017 3.715707 -0.456711 0.002 -0.021 -0.012 0.3035
H -0.743764 -5.262761 -3.375344 0.002 -0.001 -0.011 0.4155
H 1.190089 2.646406 -5.614079 -0.009 -0.005 -0.005 0.4755
H -0.933350 1.063027 -5.649578 0.001 0.022 0.012 0.4122
H -3.808032 -3.608825 1.263138 0.001 -0.009 0.008 0.4483
N -4.452472 0.142154 0.256930 -0.005 -0.010 0.019 0.6176
C 2.602938 0.687552 -1.714099 0.004 0.017 0.003 -0.4647
C -1.504990 -3.114972 -1.813535 0.041 -0.042 -0.034 1.1163
H 3.883497 -1.632632 0.950791 0.005 0.025 -0.009 0.5187
C -0.714760 -0.612105 6.106605 -0.007 0.008 0.020 -1.1944
H -4.942516 -1.494859 -3.336960 0.029 -0.008 -0.003 0.2893
H 0.264058 -2.438853 -2.829464 -0.050 0.046 0.011 -0.3083
C -1.919735 -2.848391 0.592634 -0.060 0.042 0.011 0.6184
C -0.807634 3.070410 -2.820952 -0.011 -0.011 -0.063 0.6498
H 0.262728 4.077408 -5.162103 -0.013 -0.007 -0.013 0.3962
C -1.145945 0.493477 5.384024 0.003 0.019 0.007 -0.9275
H 3.835746 -2.929586 -1.764628 0.005 0.004 -0.004 0.6561
C -0.568652 0.787208 4.155946 0.031 0.016 0.047 -0.3279
H -1.995195 -1.916476 3.946443 -0.013 0.010 -0.029 0.1810
H 4.364701 1.252656 -2.767025 0.004 -0.007 -0.005 0.6584
H 5.453253 2.934805 0.955696 -0.006 -0.002 -0.001 0.4868
H -2.104313 4.231791 -4.071763 0.002 -0.008 0.012 0.4625
H -1.906192 -1.921169 -4.251828 -0.029 0.154 0.003 0.1581
C 0.048063 -4.547817 -3.145058 -0.016 -0.011 -0.012 -1.8713
H -4.951632 0.242413 1.128002 -0.002 0.012 0.002 0.1646
C 4.553374 3.571257 2.797668 0.008 0.004 -0.009 -0.7586
C -2.766240 -3.690068 -1.944470 -0.010 -0.011 0.039 -0.6043
C -1.759786 4.679906 -0.746578 -0.027 -0.010 -0.007 -0.8367
C 2.681299 1.582898 2.348488 -0.080 0.030 -0.116 1.1145
N 0.574952 1.820172 -1.223529 0.121 0.159 0.302 1.3684
C 4.647520 2.779010 1.660750 0.008 -0.010 0.000 -0.7874
H 0.767685 -4.569819 -3.965328 -0.007 -0.002 0.005 0.4949
H 5.286344 4.346505 2.976034 -0.004 -0.001 -0.002 0.4209
C -2.467454 -2.197053 3.003698 0.002 -0.070 0.039 -1.8340
C -1.209562 -2.755276 -4.341773 -0.022 -0.033 0.059 -1.3398
H 1.586196 4.638313 1.832014 0.032 -0.024 0.034 0.4506
As 1.440402 0.135449 2.045856 0.531 0.163 0.628 2.2318
H -1.644940 2.666474 -5.629035 -0.001 -0.004 0.001 0.4899
H 1.580677 3.528444 -4.125767 -0.065 0.003 -0.093 0.3342
C -1.392452 -2.574131 1.988724 0.012 -0.082 -0.005 2.5454
C 1.107365 4.589505 0.854266 -0.006 -0.005 -0.005 -1.4346
C 4.291199 -0.874430 -2.313928 -0.008 -0.006 0.002 -1.0401
C -0.369434 2.881404 -1.499326 0.092 0.032 -0.056 -0.3379
H 3.809069 1.148833 0.560476 0.006 -0.001 -0.006 0.3271
H -2.113113 5.335222 0.037983 0.004 -0.010 -0.017 0.3999
H -3.081422 -4.069670 -2.908983 0.005 0.009 0.003 0.5323
C 2.582830 2.372291 3.486638 0.009 -0.005 0.010 -0.3295
O 2.342857 3.009369 -2.143420 0.067 0.015 0.175 -0.6575
H 2.285151 -3.407103 5.288779 -0.002 -0.008 -0.004 0.4445
C -1.061303 4.147160 2.042486 -0.006 -0.007 0.006 -2.2949
H -3.075168 -1.354034 2.670049 -0.013 -0.082 0.041 0.2486
C -1.128121 -2.634466 -0.542834 0.043 0.009 -0.119 -1.3237
H 0.192359 -4.065532 1.782443 0.029 0.004 -0.017 0.2394
H -3.624368 -0.433775 -3.853038 0.127 0.002 -0.065 0.0782
C -2.248129 4.842706 -2.032313 -0.005 0.008 -0.005 -1.5810
C -3.149524 0.246278 0.069769 0.045 0.066 -0.009 -1.1959
C 3.659512 -3.634860 3.665233 -0.003 0.002 0.002 -1.1733
H 1.832341 4.226711 0.126422 0.008 -0.011 -0.026 0.2162
C -4.516197 -0.497386 -3.239751 -0.008 0.012 0.023 -1.2735
```
Forces are in eV/Å.

=====

2.
DFT (the ωB97M-V functional and the def2-TZVPD basis) results for the ion C8H13N2O3Si with charge -1.

The spin multiplicity is 1. The energy above the lowest of the compared OMol25 structures with the same formula, charge and spin comes out at 89.3 kJ/mol. The gap between HOMO and LUMO (spin up / spin down) comes out at 7.2 / 7.2 eV. For the calculated total energy, the calculation gives -25507.765 eV. The charge is -1. The value obtained for the lowest unoccupied orbital energy (spin up / spin down) is 3.417 / 3.417 eV.

The geometry in XYZ format:
```
27
Properties=species:S:1:pos:R:3:forces:R:3:mulliken_charge:R:1
O 0.273801 1.245132 -1.197607 -0.335 0.075 -0.218 -0.4837
H -0.657558 -1.323880 1.914335 -0.021 0.074 0.040 0.4282
C 0.601169 -1.479874 0.175416 0.193 -0.025 -0.059 -0.3936
C -3.999882 -0.902948 -0.216325 -0.181 0.131 -0.040 -0.1373
O -4.913676 -1.674229 -0.508156 -0.141 -0.026 -0.042 -0.7589
H -0.424583 2.778883 1.680335 0.016 -0.034 0.094 -0.4649
C 1.668075 -0.717871 -0.603631 -0.233 0.063 -0.301 -0.8010
H -4.966882 0.975014 -0.721216 0.156 0.010 0.080 0.2067
H 0.745643 -0.237724 1.930833 0.035 -0.013 0.041 0.4165
C 1.101670 0.255899 -1.653854 0.597 -0.362 -0.248 -0.5018
N -2.085913 0.173022 0.390880 0.692 0.210 0.460 0.3244
C -3.018998 1.185349 -0.011195 -0.781 0.818 -0.291 0.1127
H -2.239821 -1.980697 0.520035 0.105 -0.074 -0.015 0.4982
C -0.871851 0.464937 0.780546 -0.293 0.280 -0.269 0.4235
H -0.177269 -1.815146 -0.515303 0.011 -0.095 0.000 0.3582
H 1.060015 -2.370382 0.621009 -0.137 0.055 0.011 0.3431
H 1.974853 0.708434 -2.169800 -0.119 -0.171 -0.001 0.2705
Si 0.029618 2.112726 0.351778 -0.167 0.034 0.356 0.9331
H 2.296502 -1.435888 -1.144189 0.010 0.053 0.041 0.3587
H 2.304611 -0.167862 0.087737 0.139 0.023 0.091 0.3164
H 1.447367 1.995517 0.800754 0.278 -0.032 0.028 -0.3370
H 0.557146 -0.344479 -2.412202 0.185 0.062 0.122 0.3049
H -0.390684 3.213551 -0.505098 -0.051 0.661 -0.074 -0.3477
C -2.724304 -1.056955 0.285451 -0.065 -1.293 0.255 -0.3084
O -2.845195 2.375904 0.033456 0.420 0.056 0.023 -0.6012
C -0.040566 -0.656884 1.301323 -0.147 -0.223 0.053 -1.1222
N -4.133018 0.525405 -0.381819 -0.164 -0.258 -0.139 -0.0373
```
Forces are in eV/Å.

=====

3.
DFT (the ωB97M-V functional and the def2-TZVPD basis) results for a cluster of 2 separate species, C4H7ClOS in total.

The spin multiplicity is 1. The energy above the lowest of the compared OMol25 structures with the same formula, charge and spin comes out at 240.4 kJ/mol. The gap between HOMO and LUMO comes out at 8.7 eV. For the calculated total energy, the calculation gives -29664.067 eV. The value obtained for the lowest unoccupied orbital energy is 0.520 eV.

The geometry in XYZ format:
```
14
Properties=species:S:1:pos:R:3:forces:R:3:mulliken_charge:R:1
H 1.700911 1.216838 1.139543 0.074 -0.270 0.551 0.3420
C 0.827382 -1.291333 -0.048158 1.246 1.867 -2.065 -0.4893
C 2.632688 0.055916 -0.343800 -2.280 -3.446 -0.626 0.6678
H -2.762546 -1.045270 -0.286168 -0.378 0.205 0.017 0.2852
C -1.971249 -1.374800 -0.933431 2.405 -0.864 1.094 -0.6870
H 3.219230 1.949913 0.435318 -0.572 -0.361 -0.068 0.3451
H 1.609204 1.892445 -0.427933 0.831 -0.647 0.332 0.2928
H -2.240275 -1.546499 -1.971606 0.003 0.122 0.126 0.2735
Cl 1.086469 -2.853905 -0.824513 0.353 0.253 -0.148 -0.1775
C 2.308210 1.335744 0.261943 0.081 1.785 -0.668 -1.0219
H -1.469194 -2.272634 -0.480242 -1.238 0.281 -0.669 0.1754
H 0.672421 -1.484478 0.958430 -0.120 -0.243 1.932 0.4073
O 3.430105 -0.502906 -0.989743 -0.140 1.092 0.696 -0.3548
S -0.469875 -0.276714 -0.757025 -0.264 0.226 -0.504 -0.0588
```
Forces are in eV/Å.

=====

- Among the records above, which one has the highest calculated total energy?
  C8H13N2O3Si